(1)
The following is a DFT calculation (ωB97M-V/def2-TZVPD) of C25H18Cl3FN2O6Ru as an isolated structure.

CARTESIAN COORDINATES (ANGSTROEM)
Ru  -0.308  0.295  -0.004
O  -0.089  0.186  2.228
C  1.275  0.039  2.653
C  2.232  0.159  1.408
O  3.412  -0.116  1.527
O  1.678  0.640  0.359
C  1.597  1.186  3.598
C  0.628  2.097  3.992
C  0.949  3.148  4.841
C  2.244  3.295  5.308
C  3.211  2.365  4.943
C  2.890  1.314  4.103
C  1.438  -1.283  3.397
C  0.854  -1.400  4.656
C  0.904  -2.592  5.355
C  1.552  -3.689  4.804
C  2.129  -3.582  3.550
C  2.068  -2.389  2.843
H  -0.526  -0.728  2.245
H  -0.392  1.946  3.666
H  0.179  3.848  5.142
H  2.500  4.121  5.960
H  4.222  2.461  5.316
H  3.641  0.594  3.808
H  0.348  -0.544  5.085
H  0.436  -2.668  6.328
H  1.597  -4.625  5.346
H  2.626  -4.436  3.108
H  2.513  -2.325  1.861
O  -0.166  0.076  -1.949
C  -0.090  0.928  -2.924
C  -0.112  0.409  -4.239
C  -0.036  1.230  -5.338
C  0.068  2.616  -5.192
C  0.097  3.145  -3.919
C  0.029  2.335  -2.782
C  0.040  2.934  -1.454
N  -0.290  2.341  -0.322
C  -0.196  3.275  0.677
C  0.203  4.458  0.151
N  0.346  4.231  -1.200
H  -0.191  -0.665  -4.340
H  -0.065  0.795  -6.330
H  0.117  3.262  -6.057
H  0.155  4.222  -3.805
H  -0.427  3.018  1.689
H  0.395  5.415  0.598
H  0.682  4.885  -1.882
F  -2.170  0.476  0.469
Cl  0.326  -5.010  0.909
C  -1.090  -4.068  0.378
Cl  -2.536  -4.696  1.182
Cl  -1.281  -4.256  -1.368
C  -0.831  -2.571  0.800
O  -1.070  -2.294  1.974
O  -0.341  -1.870  -0.102

## Properties
Multiplicity: 2
E_LUMO (spin up / spin down) (eV): 2.51 / 2.51
Expectation value of S²: 0.75
Total charge: -1
Gap between HOMO and LUMO (spin up / spin down) (Ha): 0.272 / 0.278
HOMO level (spin up / spin down) (Ha): -0.180 / -0.186



(2)
The following is a DFT calculation (ωB97M-V/def2-TZVPD) of C25H18ClIN5O4SW as an isolated structure at a distorted geometry.

CARTESIAN COORDINATES (ANGSTROEM)
W  -0.826  -1.111  0.182
S  0.101  3.010  2.296
C  -0.320  3.462  0.667
C  -0.296  4.747  0.154
C  -0.672  4.913  -1.163
C  -1.107  3.826  -1.909
C  -1.184  2.539  -1.395
C  -0.728  2.332  -0.075
N  -0.656  1.150  0.645
C  -0.276  1.369  1.915
C  -0.224  0.294  2.854
C  0.161  0.487  4.187
C  0.225  -0.594  5.036
C  -0.104  -1.862  4.564
C  -0.492  -2.047  3.244
C  -0.569  -0.991  2.328
H  0.011  5.575  0.774
H  -0.649  5.892  -1.613
H  -1.400  3.991  -2.935
H  -2.570  0.953  -1.560
H  0.407  1.477  4.538
H  0.534  -0.463  6.061
H  -0.049  -2.710  5.229
H  -0.757  -3.049  2.913
I  -3.446  -0.385  0.800
C  -1.836  1.450  -2.236
C  -2.677  1.981  -3.335
C  -2.643  1.462  -4.603
C  -1.788  0.417  -4.940
C  -0.953  -0.184  -3.970
C  -0.254  -1.402  -4.246
C  0.433  -2.074  -3.303
C  0.617  -1.506  -1.928
C  -0.174  -0.265  -1.642
C  -0.895  0.339  -2.653
H  -3.382  2.756  -3.076
H  -3.306  1.853  -5.360
H  -1.770  0.033  -5.948
H  -0.349  -1.819  -5.238
H  0.926  -3.012  -3.509
H  1.712  -1.300  -1.831
O  -3.314  -3.887  -0.702
Cl  -2.005  -3.333  -0.770
O  -1.588  -2.952  0.633
O  -2.107  -1.974  -1.388
O  0.279  -2.371  -0.853
N  5.099  -2.874  2.447
C  4.214  -1.881  2.343
N  4.283  -0.832  3.179
N  3.307  -1.973  1.398
C  2.293  -1.301  1.101
N  1.295  -0.790  0.746
H  5.827  -2.859  3.138
H  5.026  -3.665  1.829
H  5.000  -0.757  3.880
H  3.616  -0.084  3.102

## Properties
E_LUMO (spin up / spin down) (eV): -4.87 / -4.90
Total charge: +1
Gap between HOMO and LUMO (spin up / spin down) (Ha): 0.180 / 0.178
HOMO level (spin up / spin down) (Ha): -0.359 / -0.358



(3)
The following is a DFT calculation (ωB97M-V/def2-TZVPD) of C25H19AsO10PS3Zr as an isolated structure at a distorted geometry.

CARTESIAN COORDINATES (ANGSTROEM)
Zr  -0.578  -0.367  0.372
O  -0.229  -2.520  2.421
C  -0.423  -2.851  1.271
C  0.285  -3.983  0.581
C  0.491  -5.186  1.237
C  0.995  -6.274  0.542
C  1.284  -6.154  -0.810
C  1.111  -4.940  -1.459
C  0.630  -3.829  -0.771
P  0.479  -2.155  -1.556
C  2.230  -1.747  -1.949
C  2.453  -0.426  -2.342
C  3.728  0.014  -2.653
C  4.805  -0.854  -2.562
C  4.598  -2.160  -2.146
C  3.320  -2.604  -1.836
C  -0.141  -2.674  -3.204
C  0.639  -2.820  -4.346
C  0.056  -3.210  -5.544
C  -1.308  -3.448  -5.613
C  -2.097  -3.289  -4.481
C  -1.518  -2.894  -3.286
H  0.234  -5.256  2.286
H  1.144  -7.220  1.047
H  1.647  -7.011  -1.363
H  1.343  -4.862  -2.514
H  1.614  0.257  -2.396
H  3.883  1.045  -2.944
H  5.804  -0.514  -2.803
H  5.435  -2.843  -2.063
H  3.183  -3.623  -1.506
H  1.704  -2.629  -4.295
H  0.674  -3.332  -6.426
H  -1.757  -3.758  -6.549
H  -3.163  -3.469  -4.533
H  -2.126  -2.750  -2.399
O  -1.449  0.051  2.105
As  -3.344  -0.070  1.180
O  -3.907  -1.522  1.590
O  -1.265  -2.249  0.468
C  -5.275  0.721  -0.270
C  -6.415  -0.049  -0.213
C  -7.317  0.299  -1.228
C  -7.045  1.303  -2.153
C  -5.836  2.014  -2.140
C  -5.005  1.615  -1.119
S  -2.065  1.008  -1.255
O  -1.809  1.747  0.011
O  -2.626  -0.413  -0.604
O  -0.722  0.450  -1.673
H  -1.262  0.962  2.393
H  -6.584  -0.838  0.506
H  -8.258  -0.236  -1.289
H  -7.780  1.534  -2.917
H  -5.609  2.781  -2.869
O  0.695  1.203  0.589
S  1.795  0.364  1.223
O  3.093  0.672  0.692
O  1.321  -1.023  0.762
S  1.634  0.540  3.143

## Properties
E_LUMO (eV): 1.37
Total charge: -1
Gap between HOMO and LUMO (Ha): 0.246
HOMO level (Ha): -0.196



So what do the calculations give for relative energy (zero: lowest compared OMol25 entry of this formula, charge and spin)? Going down the list: 0.7 238.1 554.5 kJ/mol.